## A
A molecular structure, C8H7BrI3N4O3Pd, computed with ωB97M-V/def2-TZVPD.

Calculated values
frontier orbital gap	6.32	eV
total charge	+1

Last column: Mulliken charge in e.
Element x y z (Å)
1 Pd -0.293 -0.303 -0.016  0.371
2 O 3.590 -0.104 0.105  -0.596
3 N 2.403 -0.233 0.114  1.326
4 O 1.729 -0.388 1.192  -0.679
5 O 1.709 -0.239 -0.964  -0.577
6 Br 0.140 6.293 -0.060  -0.067
7 C 0.021 4.432 -0.045  0.376
8 C -0.131 3.753 1.157  -0.607
9 C -0.234 2.379 1.125  -0.249
10 N -0.192 1.693 -0.027  -0.016
11 C -0.020 2.346 -1.186  -0.211
12 C 0.088 3.719 -1.235  -0.651
13 H -0.161 4.277 2.100  0.454
14 H -0.345 1.799 2.031  0.500
15 H 0.043 1.740 -2.079  0.455
16 H 0.231 4.217 -2.182  0.450
17 I -1.306 -6.281 -0.907  0.201
18 C -0.523 -4.483 -0.314  -0.768
19 C 0.659 -4.259 0.364  -0.037
20 N 0.776 -2.937 0.535  0.035
21 N -0.280 -2.290 0.020  0.185
22 C -1.075 -3.217 -0.510  -0.385
23 H 1.408 -4.942 0.726  0.491
24 H 1.469 -2.400 1.047  0.155
25 H -1.996 -2.948 -0.999  0.453
26 I -2.913 0.090 0.104  0.348
27 I -4.799 -1.714 -0.099  0.042

## B
A molecular structure, C8H7BrI3N4O3Pd, computed with ωB97M-V/def2-TZVPD.

Calculated values
frontier orbital gap	6.60	eV
total charge	+1

Last column: Mulliken charge in e.
Element x y z (Å)
1 Pd 0.504 1.311 0.296  0.496
2 O 0.707 1.640 4.011  -0.557
3 N 0.508 1.531 2.849  1.187
4 O 1.431 1.870 1.971  -0.404
5 O -0.548 1.084 2.336  -0.598
6 Br -4.568 -0.151 -3.588  -0.066
7 C -3.057 0.187 -2.554  0.369
8 C -3.056 -0.115 -1.201  -0.728
9 C -1.923 0.162 -0.468  0.041
10 N -0.834 0.708 -1.023  0.038
11 C -0.834 0.992 -2.333  -0.150
12 C -1.926 0.742 -3.135  -0.867
13 H -3.920 -0.553 -0.723  0.444
14 H -1.875 -0.053 0.591  0.410
15 H 0.072 1.412 -2.745  0.446
16 H -1.893 0.977 -4.188  0.440
17 I 3.711 -4.111 0.457  0.193
18 C 2.352 -2.644 0.900  -0.599
19 C 1.563 -2.550 2.021  -0.135
20 N 0.825 -1.434 1.886  -0.119
21 N 1.085 -0.800 0.730  0.371
22 C 2.019 -1.525 0.126  -0.667
23 H 1.489 -3.184 2.889  0.480
24 H 0.133 -1.055 2.514  0.148
25 H 2.411 -1.230 -0.834  0.487
26 I 1.751 3.240 -1.169  0.259
27 I 3.875 3.551 0.384  0.082

A is the most stable structure; the next one sits 0.283 eV above it.

## A
2 unconnected molecules or ions with the total composition C7H15NO3, computed with ωB97M-V/def2-TZVPD.

Calculated values
frontier orbital gap (alpha / beta)	7.46 / 8.98	eV

Last column: Mulliken charge in e.
Element x y z (Å)
1 C -3.031 1.604 -0.463  -1.311
2 C -2.145 0.437 -0.864  -0.561
3 C -0.855 0.357 -0.049  0.654
4 C -1.123 0.157 1.431  -1.535
5 C -0.065 -0.849 -0.618  -1.252
6 C 1.352 -0.894 -0.061  0.703
7 C 2.228 -1.976 -0.582  -1.506
8 O 1.802 0.318 -0.585  -0.416
9 O 2.864 0.891 1.294  -0.161
10 N 3.993 1.082 0.843  0.488
11 O 4.905 1.579 1.593  -0.354
12 H -3.866 1.655 -1.171  0.402
13 H -3.448 1.485 0.539  0.321
14 H -2.483 2.548 -0.494  0.320
15 H -2.688 -0.513 -0.762  0.299
16 H -1.854 0.520 -1.917  0.366
17 H -0.298 1.291 -0.191  0.315
18 H -1.645 -0.794 1.603  0.278
19 H -0.183 0.157 2.009  0.334
20 H -1.756 0.961 1.809  0.447
21 H -0.562 -1.813 -0.473  0.495
22 H 0.109 -0.651 -1.714  0.365
23 H 1.336 -0.923 1.020  0.320
24 H 1.805 -2.982 -0.436  0.338
25 H 2.380 -1.759 -1.657  0.317
26 H 3.229 -1.887 -0.104  0.333

## B
C7H15NO3 in the gas phase, computed with ωB97M-V/def2-TZVPD.

Calculated values
SMILES	C[C@H]1CNC[C@@H](O)[C@H](O)[C@H]1O
frontier orbital gap	10.36	eV

Last column: Mulliken charge in e.
Element x y z (Å)
1 C -0.916 -1.464 -1.259  -1.556
2 C 0.450 -0.982 -0.868  0.907
3 C 1.047 0.245 -1.464  -1.406
4 N 0.310 1.473 -1.222  -0.399
5 C 0.393 1.943 0.209  -0.734
6 C -0.739 1.371 1.025  -0.249
7 O -1.887 1.438 0.182  -0.677
8 C -0.553 -0.117 1.417  -0.227
9 O -0.221 -0.139 2.805  -0.585
10 C 0.555 -0.936 0.661  -0.221
11 O 0.512 -2.250 1.249  -0.579
12 H -1.145 -1.515 -2.340  0.385
13 H -1.042 -2.489 -0.805  0.295
14 H -1.729 -0.864 -0.855  0.349
15 H 1.205 -1.792 -1.099  0.514
16 H 1.109 0.115 -2.589  0.455
17 H 2.127 0.299 -1.256  0.387
18 H 0.621 2.245 -1.762  0.235
19 H 0.292 3.003 0.231  0.523
20 H 1.345 1.767 0.781  0.270
21 H -0.985 1.966 1.884  0.550
22 H -1.570 1.488 -0.752  0.453
23 H -1.605 -0.492 1.109  0.209
24 H -0.359 -1.117 3.042  0.410
25 H 1.570 -0.485 0.893  0.286
26 H 1.216 -2.711 0.783  0.407

B is the most stable structure; the next one sits 5.473 eV above it.

## A
C4H5NOS2 in the gas phase, computed with ωB97M-V/def2-TZVPD.

Calculated values
SMILES	Nc1cc(S)oc1S
frontier orbital gap	8.77	eV

Last column: Mulliken charge in e.
Element x y z (Å)
1 N -1.453 1.636 -0.014  -0.552
2 C -0.422 0.596 -0.054  0.892
3 C 0.919 0.795 -0.291  -0.596
4 C 1.447 -0.436 -0.115  0.192
5 S 3.126 -0.749 0.095  -0.291
6 O 0.533 -1.399 -0.071  -0.338
7 C -0.655 -0.724 -0.091  -0.215
8 S -2.211 -1.585 -0.117  -0.251
9 H -1.182 2.509 0.465  0.236
10 H -2.352 1.326 0.223  0.222
11 H 1.508 1.717 -0.393  0.392
12 H 3.020 -1.811 -0.914  0.161
13 H -2.278 -1.875 1.277  0.149

## B
C4H5NOS2 in the gas phase, computed with ωB97M-V/def2-TZVPD.

Calculated values
SMILES	C=CC(=S)O/C=N/S
frontier orbital gap	8.26	eV

Last column: Mulliken charge in e.
Element x y z (Å)
1 C 2.112 -1.495 0.008  -0.672
2 C 2.196 -0.141 -0.183  -0.323
3 C 1.006 0.744 -0.110  0.564
4 S 1.050 2.399 0.004  -0.327
5 O -0.115 0.018 -0.028  -0.276
6 C -1.383 0.604 0.029  0.068
7 N -2.369 -0.153 -0.003  -0.291
8 S -3.902 0.567 -0.110  -0.139
9 H 3.010 -2.054 0.115  0.296
10 H 1.155 -1.978 0.077  0.266
11 H 3.157 0.342 -0.253  0.360
12 H -1.367 1.662 0.062  0.313
13 H -4.552 -0.516 0.393  0.160

## C
C4H5NOS2 in the gas phase, computed with ωB97M-V/def2-TZVPD.

Calculated values
frontier orbital gap (alpha / beta)	5.06 / 4.15	eV

Last column: Mulliken charge in e.
Element x y z (Å)
1 C 0.181 -0.736 -0.099  -0.152
2 C -0.698 -0.770 1.032  0.036
3 C -2.028 1.654 0.939  0.177
4 C 1.535 0.330 -1.645  -0.855
5 N 0.637 0.389 -0.532  -0.389
6 O -0.683 -1.852 1.844  -0.491
7 S -2.235 3.171 0.615  -0.146
8 S -0.950 0.789 1.953  0.049
9 H 0.393 -1.662 -0.458  0.481
10 H 2.066 1.334 -1.845  0.267
11 H 2.401 -0.317 -1.572  0.310
12 H 0.998 -0.176 -2.461  0.330
13 H -1.615 -2.156 2.230  0.386

A is the most stable structure; the next one sits 0.629 eV above it.